{
  "formula": "C41H38HfO3P2Si",
  "method": "ωB97M-V/def2-TZVPD",
  "orbital_gap_ev": 7.2,
  "e_homo_ev": -13.63,
  "e_above_lowest_kcal_mol": 9.0,
  "charge": 2,
  "fmax_ev_per_a": 1.4,
  "e_tot_ev": -77026.6652,
  "elements": ["Hf", "C", "Si", "C", "C", "C", "C", "C", "C", "P", "C", "C", "C", "C", "C", "C", "C", "C", "C", "C", "C", "C", "C", "C", "C", "C", "C", "C", "P", "C", "C", "C", "C", "C", "C", "C", "C", "C", "C", "C", "C", "H", "H", "H", "H", "H", "H", "H", "H", "H", "H", "H", "H", "H", "H", "H", "H", "H", "H", "H", "H", "H", "H", "H", "H", "H", "H", "H", "H", "H", "H", "H", "C", "C", "C", "O", "C", "O", "O", "H", "H", "H", "H", "H", "H", "H"],
  "positions_angstrom": [[0.53, -0.38, 0.47], [-1.12, -3.67, -1.20], [-1.27, -1.83, -0.96], [-1.17, -1.04, -2.70], [-2.22, -1.26, -3.60], [-2.16, -0.82, -4.91], [-1.03, -0.15, -5.37], [0.03, 0.08, -4.50], [-0.05, -0.36, -3.18], [1.34, -0.16, -2.06], [2.37, -1.63, -2.19], [2.50, -2.44, -1.07], [3.17, -3.65, -1.10], [3.73, -4.06, -2.30], [3.62, -3.26, -3.44], [2.94, -2.06, -3.39], [2.28, 1.28, -2.58], [1.62, 2.43, -2.99], [2.34, 3.56, -3.35], [3.73, 3.55, -3.27], [4.39, 2.40, -2.86], [3.68, 1.27, -2.51], [-3.01, -1.45, -0.31], [-4.13, -2.09, -0.84], [-5.42, -1.73, -0.46], [-5.62, -0.72, 0.46], [-4.53, -0.10, 1.05], [-3.25, -0.48, 0.67], [-1.81, 0.04, 1.62], [-1.59, -1.34, 2.79], [-2.65, -1.75, 3.60], [-2.52, -2.86, 4.40], [-1.35, -3.61, 4.40], [-0.29, -3.23, 3.60], [-0.42, -2.09, 2.82], [-2.11, 1.54, 2.53], [-1.75, 1.65, 3.87], [-1.92, 2.86, 4.53], [-2.44, 3.96, 3.85], [-2.79, 3.85, 2.51], [-2.62, 2.65, 1.84], [-1.85, -4.03, -1.93], [-1.29, -4.20, -0.26], [-0.13, -3.93, -1.58], [-3.11, -1.78, -3.28], [-2.99, -1.00, -5.58], [-0.97, 0.19, -6.39], [0.90, 0.61, -4.86], [2.12, -2.14, -0.08], [3.26, -4.26, -0.21], [4.26, -5.00, -2.36], [4.07, -3.59, -4.37], [2.85, -1.45, -4.28], [0.53, 2.43, -3.09], [1.82, 4.45, -3.69], [4.29, 4.42, -3.56], [5.47, 2.39, -2.81], [4.20, 0.38, -2.19], [-4.02, -2.89, -1.56], [-6.27, -2.24, -0.90], [-6.63, -0.43, 0.75], [-4.69, 0.66, 1.82], [-3.58, -1.20, 3.59], [-3.35, -3.17, 5.03], [-1.27, -4.49, 5.03], [0.63, -3.80, 3.59], [0.49, -1.84, 2.25], [-1.35, 0.80, 4.41], [-1.66, 2.95, 5.57], [-2.58, 4.89, 4.37], [-3.20, 4.70, 1.98], [-2.91, 2.57, 0.80], [2.76, 3.28, 0.39], [1.64, 2.61, 1.15], [1.01, 3.48, 2.21], [0.59, 2.08, 0.21], [1.92, 1.18, 1.59], [1.07, 0.64, 2.37], [2.55, 0.41, 0.79], [2.35, 4.08, -0.22], [3.30, 2.59, -0.25], [3.45, 3.73, 1.10], [0.72, 4.44, 1.77], [1.75, 3.68, 2.99], [0.15, 3.01, 2.66], [0.23, 2.78, -0.36]]
}


{
  "formula": "C11H23BBeCl4FLiN3O4",
  "method": "ωB97M-V/def2-TZVPD",
  "orbital_gap_ev": 5.3,
  "e_homo_ev": -10.38,
  "charge": 1,
  "fmax_ev_per_a": 3.1,
  "e_tot_ev": -78520.5756,
  "elements": ["N", "B", "O", "O", "C", "N", "O", "H", "H", "H", "H", "H", "F", "Li", "C", "C", "C", "C", "C", "C", "N", "O", "C", "C", "C", "H", "H", "H", "H", "H", "H", "H", "H", "H", "H", "H", "H", "H", "H", "H", "H", "H", "H", "Be", "C", "Cl", "Cl", "Cl", "Cl"],
  "positions_angstrom": [[3.53, 1.89, -3.51], [2.48, 1.81, -4.42], [2.55, 2.13, -5.77], [1.29, 1.31, -3.83], [0.13, 1.61, -4.33], [-0.12, 3.01, -4.16], [-0.69, 0.88, -4.81], [4.12, 2.69, -3.66], [3.09, 1.91, -2.55], [2.31, 3.05, -5.95], [-1.08, 3.13, -4.43], [0.00, 3.21, -3.15], [1.71, 2.47, -1.61], [-2.18, 4.43, -4.00], [-1.46, -0.65, 2.55], [0.03, -0.34, 2.38], [0.82, -1.62, 2.69], [0.69, -2.75, 1.65], [0.41, -2.24, 0.22], [0.85, -0.81, -0.07], [0.21, 0.10, 0.95], [0.41, 1.26, 0.79], [0.35, -0.44, -1.45], [2.37, -0.68, -0.07], [0.41, 0.73, 3.38], [-2.05, 0.26, 2.35], [-1.73, -0.98, 3.56], [-1.76, -1.45, 1.87], [1.87, -1.35, 2.79], [0.52, -1.98, 3.66], [1.61, -3.33, 1.66], [-0.10, -3.43, 1.95], [0.88, -2.91, -0.50], [-0.67, -2.32, 0.02], [-0.75, -0.42, -1.50], [0.70, -1.16, -2.19], [0.74, 0.55, -1.73], [2.76, -1.34, -0.83], [2.82, -0.95, 0.89], [2.66, 0.34, -0.32], [0.22, 0.36, 4.38], [-0.16, 1.65, 3.25], [1.47, 0.97, 3.30], [-2.81, -0.46, 0.56], [-5.71, -1.63, 4.01], [-4.88, -3.17, 4.22], [-5.35, -0.57, 5.36], [-5.13, -0.87, 2.50], [-7.44, -1.89, 3.88]]
}


{
  "formula": "C43H51F3IN10O3S",
  "method": "ωB97M-V/def2-TZVPD",
  "orbital_gap_ev": 3.6,
  "e_homo_ev": -9.16,
  "charge": 1,
  "fmax_ev_per_a": 3.1,
  "e_tot_ev": -93538.2159,
  "elements": ["O", "S", "O", "C", "C", "C", "I", "N", "N", "C", "C", "C", "C", "N", "C", "C", "C", "C", "C", "C", "C", "O", "C", "F", "F", "F", "H", "H", "H", "H", "H", "H", "H", "H", "H", "H", "H", "H", "H", "H", "H", "H", "N", "C", "C", "C", "C", "H", "H", "H", "H", "H", "N", "C", "C", "C", "C", "H", "H", "H", "H", "H", "N", "C", "C", "C", "C", "H", "H", "H", "H", "H", "N", "C", "C", "C", "C", "H", "H", "H", "H", "H", "N", "C", "C", "C", "C", "H", "H", "H", "H", "H", "N", "C", "C", "C", "C", "H", "H", "H", "H", "H", "N", "C", "C", "C", "C", "H", "H", "H", "H", "H"],
  "positions_angstrom": [[-4.22, 5.78, 1.36], [-5.45, 5.38, 0.76], [-6.50, 5.33, 1.73], [-5.45, 3.75, -0.05], [-6.27, 3.54, -1.11], [-6.36, 2.28, -1.76], [-7.64, 1.92, -3.40], [-5.64, 1.28, -1.36], [-4.87, 1.51, -0.32], [-4.66, 2.61, 0.37], [-3.68, 2.66, 1.51], [-2.67, 1.46, 1.55], [-1.86, 1.29, 0.21], [-1.44, -0.12, 0.06], [0.04, -0.18, 0.27], [0.55, -1.60, 0.39], [-0.23, -2.68, 0.74], [0.31, -3.94, 0.80], [1.65, -4.12, 0.55], [2.47, -3.05, 0.24], [1.90, -1.80, 0.14], [2.68, -0.70, -0.21], [-5.91, 6.75, -0.43], [-7.07, 6.55, -1.03], [-4.90, 6.98, -1.28], [-6.03, 7.82, 0.34], [-6.89, 4.35, -1.49], [-4.33, 0.70, 0.00], [-3.07, 3.58, 1.47], [-4.23, 2.64, 2.46], [-1.92, 1.69, 2.32], [-3.21, 0.53, 1.80], [-2.48, 1.52, -0.68], [-1.00, 1.97, 0.16], [-1.91, -0.69, 0.75], [0.49, 0.30, -0.61], [0.26, 0.42, 1.17], [-1.29, -2.52, 0.96], [-0.32, -4.79, 1.05], [2.09, -5.11, 0.60], [3.54, -3.15, 0.06], [2.90, -0.23, 0.60], [4.24, -5.45, -1.81], [5.56, -5.61, -1.48], [6.17, -6.25, -2.53], [5.19, -6.48, -3.52], [4.00, -5.98, -3.05], [3.54, -5.02, -1.22], [5.94, -5.26, -0.54], [7.22, -6.52, -2.58], [5.33, -6.96, -4.48], [3.02, -5.95, -3.49], [7.67, -2.96, -2.54], [8.73, -3.52, -1.88], [9.70, -2.56, -1.75], [9.20, -1.37, -2.35], [7.94, -1.65, -2.82], [6.82, -3.44, -2.78], [8.70, -4.55, -1.56], [10.65, -2.69, -1.27], [9.70, -0.42, -2.42], [7.23, -1.03, -3.34], [-1.64, -7.24, 2.55], [-1.06, -6.58, 3.59], [-2.02, -6.32, 4.52], [-3.25, -6.85, 4.02], [-2.98, -7.41, 2.80], [-1.17, -7.56, 1.72], [0.00, -6.35, 3.58], [-1.87, -5.81, 5.46], [-4.21, -6.82, 4.51], [-3.62, -7.92, 2.10], [-2.72, 8.25, -2.87], [-1.62, 7.56, -3.31], [-0.80, 8.44, -3.96], [-1.43, 9.72, -3.91], [-2.61, 9.56, -3.23], [-3.48, 7.85, -2.36], [-1.51, 6.50, -3.12], [0.14, 8.21, -4.42], [-1.06, 10.64, -4.33], [-3.38, 10.27, -2.97], [-2.82, -11.25, 5.22], [-2.45, -10.70, 4.02], [-2.10, -11.73, 3.19], [-2.27, -12.94, 3.91], [-2.72, -12.61, 5.16], [-3.12, -10.72, 6.02], [-2.47, -9.64, 3.87], [-1.75, -11.63, 2.17], [-2.08, -13.94, 3.56], [-2.97, -13.22, 6.01], [3.89, 7.71, -1.96], [3.78, 8.99, -2.45], [2.49, 9.40, -2.27], [1.79, 8.34, -1.64], [2.68, 7.31, -1.46], [4.72, 7.16, -1.97], [4.63, 9.49, -2.88], [2.09, 10.36, -2.55], [0.75, 8.33, -1.35], [2.55, 6.34, -1.02], [-0.65, 5.53, 1.93], [0.67, 5.50, 2.27], [1.36, 4.92, 1.24], [0.42, 4.59, 0.23], [-0.82, 4.98, 0.68], [-1.39, 5.90, 2.50], [1.00, 5.89, 3.22], [2.43, 4.75, 1.21], [0.62, 4.13, -0.72], [-1.79, 4.92, 0.23]]
}


{
  "formula": "C25H36N7SSi2W",
  "method": "ωB97M-V/def2-TZVPD",
  "orbital_gap_ev": [5.3, 5.3],
  "e_homo_ev": [-16.00, -16.00],
  "charge": 3,
  "fmax_ev_per_a": 0.3,
  "e_tot_ev": -65332.7558,
  "elements": ["W", "C", "C", "N", "N", "C", "N", "S", "C", "C", "C", "C", "C", "N", "H", "H", "H", "H", "H", "H", "H", "H", "H", "H", "N", "C", "C", "C", "C", "C", "C", "C", "N", "C", "C", "N", "C", "H", "H", "H", "H", "H", "H", "H", "C", "Si", "C", "C", "C", "Si", "C", "C", "C", "H", "H", "H", "H", "H", "H", "H", "H", "H", "H", "H", "H", "H", "H", "H", "H", "H", "H", "H"],
  "positions_angstrom": [[0.79, -0.11, 0.12], [-2.80, -0.62, 2.69], [-1.60, -0.74, 1.84], [-0.97, 0.22, 1.25], [-1.49, 1.51, 1.24], [-1.24, 2.26, 0.16], [-1.78, 3.44, 0.02], [-0.17, 1.62, -1.08], [-1.01, -2.07, 1.57], [-1.47, -3.22, 2.16], [-0.87, -4.44, 1.84], [0.16, -4.45, 0.93], [0.56, -3.25, 0.35], [0.01, -2.08, 0.64], [-3.25, 0.37, 2.68], [-2.53, -0.86, 3.73], [-3.56, -1.34, 2.38], [-2.03, 1.83, 2.03], [-2.44, 3.84, 0.67], [-1.55, 4.01, -0.79], [-2.28, -3.18, 2.87], [-1.22, -5.35, 2.31], [0.66, -5.37, 0.65], [1.37, -3.24, -0.36], [0.95, -6.07, -8.91], [1.10, -5.34, -8.04], [1.28, -4.43, -6.94], [1.46, -4.94, -5.65], [1.64, -4.06, -4.59], [1.62, -2.70, -4.83], [1.45, -2.18, -6.11], [1.28, -3.06, -7.17], [1.80, -1.79, -3.73], [2.64, -0.70, -3.70], [2.45, -0.09, -2.50], [1.50, -0.81, -1.79], [1.13, -1.83, -2.57], [1.48, -6.01, -5.49], [1.83, -4.45, -3.60], [1.43, -1.12, -6.28], [1.15, -2.68, -8.17], [3.32, -0.48, -4.51], [2.92, 0.79, -2.12], [0.34, -2.53, -2.38], [0.77, 1.77, 3.66], [2.09, 2.14, 2.37], [3.69, 2.54, 3.20], [1.69, 3.60, 1.28], [2.26, 0.52, 1.23], [3.17, -1.00, 2.14], [2.05, -1.59, 3.51], [4.84, -0.50, 2.80], [3.55, -2.30, 0.82], [0.12, 2.64, 3.79], [1.25, 1.60, 4.63], [0.16, 0.89, 3.47], [3.59, 3.57, 3.55], [4.55, 2.51, 2.53], [3.91, 1.93, 4.08], [1.23, 4.38, 1.89], [1.05, 3.42, 0.41], [2.63, 4.01, 0.90], [2.94, 0.82, 0.40], [2.12, -0.93, 4.38], [2.37, -2.58, 3.83], [0.99, -1.65, 3.23], [4.83, 0.04, 3.74], [5.43, 0.06, 2.07], [5.36, -1.45, 2.97], [3.10, -2.15, -0.16], [3.31, -3.30, 1.18], [4.63, -2.28, 0.66]]
}


{
  "formula": "C3H5NO2",
  "method": "ωB97M-V/def2-TZVPD",
  "orbital_gap_ev": 11.5,
  "e_homo_ev": -10.59,
  "e_above_lowest_kcal_mol": 16.1,
  "charge": 0,
  "fmax_ev_per_a": 0.6,
  "smiles": "[H]/N=C/OC(C)=O",
  "e_tot_ev": -8776.9978,
  "elements": ["C", "C", "O", "O", "C", "N", "H", "H", "H", "H", "H"],
  "positions_angstrom": [[-1.90, 0.14, -0.53], [-0.66, -0.34, 0.18], [-0.58, -1.33, 0.86], [0.40, 0.49, -0.09], [1.64, 0.07, 0.34], [2.63, 0.80, 0.05], [-2.70, 0.30, 0.20], [-1.71, 1.05, -1.09], [-2.22, -0.66, -1.20], [1.62, -0.87, 0.88], [3.48, 0.36, 0.40]]
}


Question: Which value of charge does entry 5 give?
Answer: 0


Question: What is the charge in the second record?
Answer: +1


Question: What is the formula in the fifth record?
Answer: C3H5NO2